A cluster of 2 separate species, C7H14N3S in total at a distorted geometry. Source: OMol25; level of theory: the ωB97M-V functional and the def2-TZVPD basis.

Output
net charge	+1
highest occupied orbital energy	-0.414	hartree
LUMO level	-3.2	eV
energy above the lowest of the compared OMol25 structures with the same formula, charge and spin	114.15	kcal/mol
molecular weight	172.28	g mol⁻¹
Kohn-Sham gap	8.0	eV

Last column: Mulliken charge in e.
Element x y z (Å)
C 1.261 -0.878 0.989  -0.72
C 2.323 -0.320 0.357  0.54
C -1.827 2.079 -0.055  -0.93
C -0.692 1.922 0.663  -0.05
C -0.587 -0.906 -0.496  -0.01
C 4.002 1.339 -0.550  -0.74
C -2.600 -2.149 0.541  -0.89
N 0.017 -0.877 0.681  -0.27
N 3.088 0.436 -0.139  -0.04
N -2.095 -0.991 -0.302  -0.08
S -0.002 -0.889 -2.137  -0.18
H 1.595 -1.097 1.979  0.30
H -1.706 2.231 -1.150  0.28
H -2.718 2.483 0.381  0.39
H 0.319 1.650 0.247  0.08
H -0.647 1.678 1.742  0.27
H 5.088 1.103 -0.462  0.33
H 4.069 2.168 0.152  0.33
H 3.744 1.667 -1.502  0.32
H -2.252 -2.124 1.608  0.32
H -3.633 -2.146 0.382  0.43
H -2.282 -3.170 0.222  0.34
H -2.429 -0.027 0.172  0.39
H -2.590 -1.109 -1.237  0.42
H 0.556 -2.073 -2.087  0.19

Forces on atoms 1 to 3 (eV/Å):
C 3.06 -0.07 1.33
C 1.43 2.93 -2.58
C 2.24 1.33 -0.56

---

A structure of composition C3H3LiO3. Source: OMol25; level of theory: the ωB97M-V functional and the def2-TZVPD basis.

Output
highest occupied orbital energy	-0.300	hartree
LUMO level	0.0	eV
energy above the lowest of the compared OMol25 structures with the same formula, charge and spin	2.94	kcal/mol
molecular weight	93.99	g mol⁻¹
Kohn-Sham gap	8.2	eV

Last column: Mulliken charge in e.
Element x y z (Å)
O -1.121 -0.922 -0.735  -0.96
O -0.900 0.170 1.720  -0.62
C -2.031 0.040 1.267  0.15
C -2.264 -0.523 -0.100  -0.30
O 3.652 0.291 -0.539  -0.02
C 2.585 0.083 -0.251  -0.05
Li 0.315 -0.712 0.359  0.94
H -2.899 0.470 1.809  0.36
H -2.847 0.275 -0.629  0.26
H -3.024 -1.331 0.061  0.24

Forces on atoms 1 to 3 (eV/Å):
O -0.16 0.20 0.64
O -0.11 -0.33 0.16
C 0.27 0.76 -0.45

---

The ion C5H12N5 with charge +1 at a distorted geometry. Source: OMol25; level of theory: the ωB97M-V functional and the def2-TZVPD basis.

Output
net charge	+1
highest occupied orbital energy	-0.472	hartree
LUMO level	-4.0	eV
energy above the lowest of the compared OMol25 structures with the same formula, charge and spin	105.19	kcal/mol
molecular weight	142.19	g mol⁻¹
Kohn-Sham gap	8.8	eV

Last column: Mulliken charge in e.
Element x y z (Å)
H -0.992 -2.061 -1.714  0.28
N -0.669 -2.117 -0.696  -0.62
C -0.291 -1.093 -0.071  0.24
C 0.149 -1.386 1.292  -0.92
C 1.411 -0.767 1.869  -0.43
C 1.792 0.475 1.204  -0.15
N 0.973 0.955 0.321  -0.13
C -0.176 0.282 -0.653  0.35
N 0.551 0.405 -1.876  -0.42
N -1.525 0.835 -0.436  0.00
N -1.980 1.936 -1.347  -0.74
H -0.785 -1.135 1.832  0.33
H 0.085 -2.451 1.431  0.55
H 2.108 -1.690 2.014  0.33
H 1.262 -0.446 2.921  0.28
H 2.758 1.018 1.298  0.42
H 1.226 1.794 -0.169  0.30
H 1.037 -0.436 -2.175  0.26
H 0.146 0.926 -2.575  0.22
H -1.693 0.969 0.596  0.29
H -2.576 1.571 -2.183  0.29
H -2.811 2.416 -0.884  0.30

Forces on atoms 1 to 3 (eV/Å):
H 0.46 0.60 1.82
N -0.76 -0.55 -2.24
C 1.22 -1.77 -1.85

---

The ion C6H7OS with charge +1 at a distorted geometry. Source: OMol25; level of theory: the ωB97M-V functional and the def2-TZVPD basis.

Output
net charge	+1
highest occupied orbital energy (spin up / spin down)	-0.517 / -0.517	hartree
LUMO level (spin up / spin down)	-5.7 / -5.7	eV
energy above the lowest of the compared OMol25 structures with the same formula, charge and spin	3.49	kcal/mol
molecular weight	127.19	g mol⁻¹
Kohn-Sham gap (spin up / spin down)	8.3 / 8.3	eV

Last column: Mulliken charge in e.
Element x y z (Å)
C -2.662 0.879 -0.177  -0.39
C -1.294 1.268 -0.220  -0.45
C -2.848 -0.418 0.213  -0.23
C -0.422 0.202 0.193  -0.07
C 0.948 0.004 0.053  0.55
C 2.954 -0.920 0.087  -0.44
O 1.626 -1.017 0.406  -0.18
S -1.464 -1.256 0.640  0.01
H -3.484 1.568 -0.540  0.33
H -0.999 2.144 -0.654  0.47
H -3.745 -0.886 0.342  0.47
H 1.631 0.992 -0.408  0.18
H 3.041 0.076 -0.479  0.29
H 3.396 -0.921 1.074  0.23
H 3.322 -1.715 -0.532  0.24

Forces on atoms 1 to 3 (eV/Å):
C 0.47 2.14 -1.03
C -1.14 -3.92 0.92
C 2.08 0.73 0.40

---

An isolated molecule of C6H7PS. Source: OMol25; level of theory: the ωB97M-V functional and the def2-TZVPD basis.

Output
highest occupied orbital energy	-0.332	hartree
LUMO level	0.2	eV
energy above the lowest of the compared OMol25 structures with the same formula, charge and spin	0.00	kcal/mol
molecular weight	142.16	g mol⁻¹
Kohn-Sham gap	9.3	eV

Last column: Mulliken charge in e.
Element x y z (Å)
S -2.856 0.322 0.750  -0.19
C -1.713 0.626 -0.674  -0.81
C -0.298 0.468 -0.217  0.27
C 0.183 -0.804 0.038  -0.36
C 1.466 -1.076 0.479  -0.24
C 2.403 -0.082 0.711  -0.28
C 2.140 1.259 0.529  -0.43
P 0.637 1.930 -0.009  -0.15
H -3.977 0.499 0.052  0.12
H -1.970 -0.101 -1.444  0.35
H -1.904 1.639 -1.029  0.42
H -0.494 -1.636 -0.113  0.31
H 1.746 -2.106 0.649  0.34
H 3.388 -0.372 1.054  0.34
H 2.930 1.972 0.736  0.31

Forces on atoms 1 to 3 (eV/Å):
S 0.40 0.03 -0.08
C -0.63 0.01 0.20
C 0.33 0.54 0.10

---

An isolated molecule of C4H6INO at a distorted geometry. Source: OMol25; level of theory: the ωB97M-V functional and the def2-TZVPD basis.

Output
highest occupied orbital energy (spin up / spin down)	-0.314 / -0.314	hartree
LUMO level (spin up / spin down)	-1.1 / -1.1	eV
energy above the lowest of the compared OMol25 structures with the same formula, charge and spin	110.65	kcal/mol
molecular weight	211.00	g mol⁻¹
Kohn-Sham gap (spin up / spin down)	7.4 / 7.4	eV

Last column: Mulliken charge in e.
Element x y z (Å)
C 0.101 -0.732 -0.048  0.74
C -1.354 1.116 0.308  -0.29
C -2.298 0.185 0.880  -0.59
C 1.505 -1.060 -0.393  -0.85
N -0.763 -1.563 -0.010  -0.51
O 0.003 0.612 0.108  -0.31
I -4.198 -0.040 -0.010  0.09
H -1.638 1.782 -0.566  0.37
H -1.122 1.861 1.124  0.19
H -2.443 0.242 1.933  0.36
H 1.976 -0.126 -0.024  0.29
H 1.573 -1.276 -1.394  0.25
H 1.741 -2.020 0.189  0.26

Forces on atoms 1 to 3 (eV/Å):
C 1.44 2.19 -0.79
C 1.63 2.99 0.47
C -0.06 -1.90 -2.15

---

The ion C4H7N2 with charge +1 at a distorted geometry. Source: OMol25; level of theory: the ωB97M-V functional and the def2-TZVPD basis.

Output
net charge	+1
highest occupied orbital energy	-0.576	hartree
LUMO level	-4.8	eV
energy above the lowest of the compared OMol25 structures with the same formula, charge and spin	143.03	kcal/mol
molecular weight	83.11	g mol⁻¹
Kohn-Sham gap	10.8	eV

Last column: Mulliken charge in e.
Element x y z (Å)
C -0.128 -1.028 -0.993  -1.11
C 0.270 -0.159 0.013  0.97
C 1.293 -0.521 1.048  -1.10
N -0.402 0.937 0.016  0.05
C -1.413 2.145 0.176  0.23
N -1.631 1.253 -0.660  -0.52
H -1.322 -1.014 -1.104  0.39
H 0.218 -0.700 -2.092  0.33
H 0.276 -2.028 -0.806  0.34
H 0.600 -1.270 1.615  0.32
H 2.214 -0.964 0.548  0.33
H 1.555 0.258 1.649  0.39
H -1.529 3.090 0.590  0.37

Forces on atoms 1 to 3 (eV/Å):
C -2.47 -2.57 -4.89
C 0.50 2.65 1.52
C -1.52 -2.87 -2.07

---

A cluster of 2 separate species, C4H11NO in total at a distorted geometry. Source: OMol25; level of theory: the ωB97M-V functional and the def2-TZVPD basis.

Output
highest occupied orbital energy	-0.360	hartree
LUMO level	-3.0	eV
energy above the lowest of the compared OMol25 structures with the same formula, charge and spin	176.90	kcal/mol
molecular weight	89.14	g mol⁻¹
Kohn-Sham gap	6.8	eV

Last column: Mulliken charge in e.
Element x y z (Å)
C 2.246 0.642 -0.223  -0.78
N 0.779 0.669 -0.375  -0.35
C 0.138 0.105 0.806  -0.50
C -1.435 0.202 0.733  -0.29
C -1.917 -0.391 -0.566  -1.19
O 0.580 -2.134 -0.664  -0.47
H 2.690 1.339 -0.950  0.29
H 2.445 1.035 0.782  0.33
H 2.669 -0.345 -0.354  0.26
H 0.587 -0.117 -0.998  0.44
H 0.128 -1.048 0.613  0.14
H 0.510 0.526 1.736  0.49
H -1.955 -0.221 1.594  0.35
H -1.611 1.322 0.687  0.29
H -1.561 0.242 -1.414  0.28
H -2.991 -0.546 -0.701  0.35
H -1.302 -1.281 -0.709  0.38

Forces on atoms 1 to 3 (eV/Å):
C -0.23 1.43 0.20
N -0.13 -1.82 1.51
C -1.81 1.23 -1.82

---

An isolated molecule of C19H18F2N4O3 at a distorted geometry. Source: OMol25; level of theory: the ωB97M-V functional and the def2-TZVPD basis.

Output
highest occupied orbital energy	-0.336	hartree
LUMO level	0.7	eV
energy above the lowest of the compared OMol25 structures with the same formula, charge and spin	0.00	kcal/mol
molecular weight	388.37	g mol⁻¹
Kohn-Sham gap	9.9	eV

Last column: Mulliken charge in e.
Element x y z (Å)
C 0.733 4.459 -0.761  -1.16
C 1.050 3.023 -1.013  0.79
C 0.295 2.254 -1.898  -0.71
C 0.664 0.928 -2.062  0.88
C -0.067 -0.021 -2.952  -1.28
N 1.710 0.430 -1.403  -0.28
C 2.367 1.223 -0.573  0.14
C 3.504 0.659 0.231  -0.56
C 3.903 -0.774 -0.145  -0.93
N 2.759 -1.654 -0.148  -0.19
C 2.219 -2.129 0.990  0.01
O 2.779 -2.195 2.067  -0.69
C 0.804 -2.563 0.805  0.74
C -0.114 -2.928 1.821  -0.57
C -1.297 -3.074 1.153  0.56
C -2.700 -3.254 1.629  -0.85
O -3.147 -2.050 2.249  -0.54
C -2.960 -0.883 1.561  0.21
C -2.495 0.215 2.283  -0.48
C -2.286 1.441 1.683  -0.70
C -2.534 1.570 0.329  0.53
F -2.329 2.759 -0.272  -0.41
C -3.001 0.513 -0.426  -0.42
C -3.220 -0.700 0.201  0.60
F -3.715 -1.706 -0.548  -0.39
O -1.098 -2.819 -0.153  -0.10
N 0.195 -2.504 -0.356  -0.45
N 2.075 2.499 -0.354  -0.57
H 0.916 5.042 -1.662  0.29
H 1.358 4.838 0.042  0.34
H -0.317 4.567 -0.498  0.28
H -0.547 2.679 -2.420  0.37
H 0.588 -0.342 -3.761  0.37
H -0.953 0.444 -3.375  0.34
H -0.343 -0.909 -2.387  0.18
H 3.195 0.677 1.280  0.24
H 4.362 1.327 0.138  0.43
H 4.344 -0.795 -1.143  0.38
H 4.625 -1.149 0.584  0.42
H 2.117 -1.480 -0.917  0.44
H 0.091 -3.049 2.863  0.52
H -3.344 -3.546 0.794  0.32
H -2.753 -4.005 2.419  0.46
H -2.302 0.078 3.335  0.44
H -1.925 2.284 2.249  0.47
H -3.208 0.620 -1.478  0.51

Forces on atoms 1 to 3 (eV/Å):
C -0.01 0.02 -0.01
C -0.11 -0.18 -0.13
C 0.22 -0.21 0.11

---

A structure of composition CH3AgClCuNO2 at a distorted geometry. Source: OMol25; level of theory: the ωB97M-V functional and the def2-TZVPD basis.

Output
net charge	+2
highest occupied orbital energy (spin up / spin down)	-0.735 / -0.695	hartree
LUMO level (spin up / spin down)	-10.2 / -14.1	eV
energy above the lowest of the compared OMol25 structures with the same formula, charge and spin	0.00	kcal/mol
molecular weight	267.91	g mol⁻¹
2S+1	2
Kohn-Sham gap (spin up / spin down)	9.8 / 4.9	eV

Last column: Mulliken charge in e.
Element x y z (Å)
Ag -2.661 3.111 -1.877  0.83
Cu 1.471 2.131 -0.781  0.99
Cl -0.586 1.525 -2.347  -0.26
C 0.290 -1.391 0.213  -0.55
N 0.200 -0.477 1.385  0.87
O 0.732 0.656 1.276  -0.38
O -0.450 -0.757 2.324  -0.32
H -0.549 -2.079 0.257  0.32
H 1.251 -1.905 0.255  0.33
H 0.304 -0.813 -0.704  0.17

Forces on atoms 1 to 3 (eV/Å):
Ag 0.09 -0.16 -0.18
Cu -1.29 -0.93 -0.13
Cl 0.99 0.63 1.23

---

The ion C5H12NO2 with charge -1 at a distorted geometry. Source: OMol25; level of theory: the ωB97M-V functional and the def2-TZVPD basis.

Output
net charge	-1
highest occupied orbital energy	-0.094	hartree
LUMO level	3.2	eV
energy above the lowest of the compared OMol25 structures with the same formula, charge and spin	83.34	kcal/mol
molecular weight	118.16	g mol⁻¹
Kohn-Sham gap	5.8	eV

Last column: Mulliken charge in e.
Element x y z (Å)
O 1.107 -2.503 3.004  -0.87
C 0.989 -2.267 1.711  -0.13
N 1.349 -0.779 1.362  -0.55
C 0.113 -0.015 1.091  -0.91
C -0.344 -0.259 -0.356  -0.31
C 0.130 0.800 -1.381  -0.96
C -0.786 2.031 -1.356  -0.37
O -1.757 1.952 -2.393  -0.55
H 1.697 -2.796 1.026  0.21
H -0.057 -2.405 1.346  0.09
H 1.583 -0.384 2.255  0.21
H 0.412 1.036 1.083  0.47
H -0.699 -0.411 1.712  0.39
H 0.144 -1.136 -0.799  0.35
H -1.403 -0.535 -0.415  0.30
H 1.190 0.959 -1.162  0.39
H 0.135 0.389 -2.388  0.40
H -0.221 2.912 -1.676  0.26
H -1.193 2.181 -0.361  0.28
H -2.389 1.232 -2.304  0.31

Forces on atoms 1 to 3 (eV/Å):
O 0.11 -0.19 -0.09
C 0.67 0.88 0.59
N -1.26 0.40 -0.39